[1]
C40H100O20 | ωB97M-V/def2-TZVPD

Geometry (Å):
1 C 1.620 3.786 -1.919
2 O 1.899 2.455 -2.411
3 C 1.106 1.958 -3.498
4 C 1.772 0.732 -4.137
5 O 2.577 -0.057 -3.159
6 C 2.681 -1.430 -3.592
7 H 1.451 4.464 -2.756
8 H 2.442 4.131 -1.292
9 H 0.675 3.929 -1.394
10 H 1.010 2.736 -4.254
11 H 0.090 1.670 -3.227
12 H 2.614 1.052 -4.750
13 H 1.205 0.114 -4.833
14 H 2.864 -2.131 -2.778
15 H 3.314 -1.807 -4.395
16 H 1.744 -1.889 -3.909
17 C -6.792 2.521 -0.114
18 O -5.795 2.022 -1.007
19 C -5.987 0.768 -1.673
20 C -4.846 0.513 -2.770
21 O -3.915 -0.409 -2.180
22 C -2.912 0.315 -1.535
23 H -7.760 2.728 -0.572
24 H -6.530 3.550 0.132
25 H -6.813 1.853 0.746
26 H -6.948 0.788 -2.187
27 H -5.877 0.056 -0.855
28 H -4.461 1.482 -3.087
29 H -5.314 0.007 -3.614
30 H -2.561 1.132 -2.166
31 H -1.950 -0.168 -1.366
32 H -3.311 0.914 -0.717
33 C -1.327 0.469 -3.492
34 O -1.773 1.624 -4.172
35 C -2.574 1.417 -5.362
36 C -3.779 0.468 -5.217
37 O -4.717 0.493 -6.347
38 C -5.148 1.836 -6.712
39 H -0.782 0.728 -2.585
40 H -0.681 0.003 -4.237
41 H -2.069 -0.291 -3.248
42 H -1.898 1.055 -6.137
43 H -2.830 2.411 -5.729
44 H -4.388 0.696 -4.343
45 H -3.537 -0.590 -5.121
46 H -4.363 2.392 -7.225
47 H -5.496 2.422 -5.862
48 H -5.975 1.700 -7.409
49 C 3.447 -2.717 5.033
50 O 4.373 -3.378 4.165
51 C 3.872 -3.766 2.868
52 C 3.499 -2.492 2.028
53 O 4.601 -1.588 1.737
54 C 5.384 -1.076 2.801
55 H 2.431 -3.105 5.101
56 H 3.481 -1.631 4.954
57 H 3.869 -2.944 6.013
58 H 3.107 -4.528 3.020
59 H 4.488 -4.334 2.172
60 H 2.659 -1.937 2.447
61 H 3.128 -2.951 1.112
62 H 4.776 -0.608 3.576
63 H 6.130 -0.379 2.419
64 H 5.893 -1.922 3.263
65 C 2.597 2.434 4.838
66 O 1.304 2.582 4.334
67 C 0.326 1.725 4.909
68 C 0.371 0.264 4.429
69 O -0.091 0.053 3.124
70 C 0.348 -1.019 2.408
71 H 2.653 2.380 5.926
72 H 3.139 3.354 4.625
73 H 3.141 1.595 4.404
74 H -0.643 2.159 4.661
75 H 0.474 1.793 5.987
76 H -0.281 -0.383 5.016
77 H 1.408 -0.013 4.622
78 H -0.132 -1.141 1.437
79 H 0.050 -1.960 2.870
80 H 1.411 -0.962 2.176
81 C 3.677 -6.679 1.313
82 O 3.251 -5.277 1.095
83 C 2.141 -5.150 0.272
84 C 1.692 -3.683 0.290
85 O 1.147 -3.229 1.573
86 C -0.010 -3.796 2.181
87 H 4.292 -6.943 0.453
88 H 2.893 -7.436 1.331
89 H 4.216 -6.818 2.249
90 H 1.338 -5.876 0.391
91 H 2.527 -5.439 -0.705
92 H 0.931 -3.567 -0.482
93 H 2.468 -3.014 -0.082
94 H 0.033 -4.884 2.227
95 H -0.908 -3.681 1.573
96 H -0.358 -3.354 3.115
97 C 2.512 -1.365 0.578
98 O 1.908 -0.072 0.912
99 C 1.555 0.654 -0.326
100 C 0.237 0.260 -1.028
101 O 0.353 -0.999 -1.667
102 C -0.805 -1.560 -2.382
103 H 3.555 -1.193 0.312
104 H 2.105 -1.939 -0.254
105 H 2.639 -1.951 1.488
106 H 2.353 0.940 -1.011
107 H 1.400 1.632 0.130
108 H -0.094 1.095 -1.645
109 H -0.550 0.282 -0.275
110 H -0.746 -2.649 -2.401
111 H -0.727 -1.453 -3.463
112 H -1.758 -1.297 -1.923
113 C -1.249 -5.200 -2.052
114 O -2.132 -5.337 -1.048
115 C -3.060 -4.308 -0.962
116 C -2.742 -2.904 -0.441
117 O -2.173 -3.010 0.799
118 C -1.772 -1.601 1.293
119 H -1.699 -5.155 -3.043
120 H -0.347 -5.810 -2.021
121 H -0.768 -4.230 -1.929
122 H -3.827 -4.615 -0.251
123 H -3.607 -4.176 -1.895
124 H -3.664 -2.325 -0.392
125 H -2.085 -2.426 -1.168
126 H -1.195 -1.735 2.209
127 H -2.604 -0.960 1.585
128 H -1.133 -1.088 0.575
129 C -1.580 0.651 2.148
130 O -2.772 1.369 1.683
131 C -2.609 2.499 0.931
132 C -3.996 3.018 0.432
133 O -4.269 4.385 0.817
134 C -3.365 5.465 0.488
135 H -1.135 0.049 1.356
136 H -1.904 -0.107 2.861
137 H -0.850 1.192 2.750
138 H -2.099 2.259 -0.002
139 H -1.894 3.198 1.365
140 H -4.690 2.430 1.032
141 H -4.224 2.791 -0.610
142 H -2.800 5.083 -0.362
143 H -2.675 5.585 1.324
144 H -3.930 6.374 0.282
145 C 2.703 1.856 1.442
146 O 2.497 3.240 1.584
147 C 3.380 3.926 2.453
148 C 3.331 5.449 2.494
149 O 3.516 6.063 1.239
150 C 4.928 6.261 0.880
151 H 3.753 1.565 1.424
152 H 2.181 1.432 0.583
153 H 2.175 1.419 2.289
154 H 4.425 3.703 2.236
155 H 3.302 3.492 3.450
156 H 3.981 5.943 3.217
157 H 2.293 5.726 2.679
158 H 5.292 5.315 0.478
159 H 5.475 6.515 1.788
160 H 5.184 7.044 0.166

Calculated values
Largest force on an atom = 0.21741 Eh/bohr
E_tot = -84003.454 eV
Kohn-Sham gap = 8.0 eV
HOMO energy = -7.59 eV
Energy above the lowest of the compared OMol25 structures with the same formula, charge and spin = 819.1 kcal/mol
Total charge = 0



[2]
C40H100O20 | ωB97M-V/def2-TZVPD

Geometry (Å):
1 C 7.108 1.947 -11.071
2 O 7.986 0.883 -11.438
3 C 7.405 -0.383 -11.701
4 C 8.387 -1.386 -12.250
5 O 9.267 -1.740 -11.183
6 C 10.489 -2.378 -11.486
7 H 6.311 2.162 -11.783
8 H 7.655 2.887 -11.012
9 H 6.831 1.891 -10.018
10 H 6.612 -0.134 -12.407
11 H 6.788 -0.677 -10.853
12 H 9.058 -0.937 -12.983
13 H 7.926 -2.308 -12.603
14 H 10.389 -3.349 -11.971
15 H 11.061 -2.453 -10.561
16 H 11.067 -1.805 -12.211
17 C 18.727 -0.505 -16.343
18 O 17.410 -0.146 -15.813
19 C 16.925 -1.110 -14.827
20 C 17.735 -1.232 -13.471
21 O 18.034 0.087 -12.951
22 C 17.769 0.297 -11.525
23 H 19.023 0.201 -17.119
24 H 18.745 -1.445 -16.894
25 H 19.611 -0.526 -15.704
26 H 17.072 -2.083 -15.297
27 H 15.866 -0.979 -14.609
28 H 18.637 -1.783 -13.738
29 H 17.234 -1.833 -12.713
30 H 16.723 0.120 -11.277
31 H 17.882 1.325 -11.181
32 H 18.245 -0.368 -10.804
33 C 11.012 3.410 -9.489
34 O 11.324 2.149 -8.954
35 C 12.598 1.589 -9.354
36 C 13.802 2.440 -8.673
37 O 14.968 2.580 -9.595
38 C 16.042 3.483 -9.104
39 H 10.976 4.061 -8.615
40 H 9.991 3.457 -9.865
41 H 11.675 3.851 -10.234
42 H 12.730 1.623 -10.436
43 H 12.616 0.516 -9.162
44 H 13.989 2.208 -7.624
45 H 13.453 3.467 -8.563
46 H 16.247 3.372 -8.039
47 H 15.624 4.457 -9.360
48 H 16.924 3.458 -9.744
49 C 15.090 3.155 -12.923
50 O 14.334 3.003 -14.096
51 C 15.028 2.296 -15.124
52 C 14.522 2.854 -16.497
53 O 15.577 3.305 -17.363
54 C 14.948 3.796 -18.591
55 H 15.887 3.864 -13.145
56 H 15.572 2.232 -12.602
57 H 14.333 3.506 -12.222
58 H 15.056 1.214 -14.998
59 H 16.080 2.577 -15.066
60 H 13.784 3.605 -16.214
61 H 14.003 1.997 -16.926
62 H 15.755 3.837 -19.322
63 H 14.660 4.846 -18.535
64 H 14.087 3.219 -18.927
65 C 10.495 -0.589 -17.739
66 O 11.099 0.158 -16.651
67 C 12.044 -0.577 -15.963
68 C 12.250 -0.001 -14.596
69 O 13.250 -0.713 -13.991
70 C 13.556 -0.182 -12.686
71 H 9.631 -0.042 -18.117
72 H 10.159 -1.548 -17.344
73 H 11.152 -0.818 -18.578
74 H 12.992 -0.403 -16.472
75 H 11.911 -1.649 -15.820
76 H 11.366 -0.272 -14.018
77 H 12.403 1.071 -14.721
78 H 14.373 -0.765 -12.261
79 H 12.647 -0.066 -12.097
80 H 13.958 0.831 -12.698
81 C 14.415 -4.497 -15.036
82 O 14.035 -5.657 -15.630
83 C 12.658 -5.894 -15.735
84 C 12.440 -7.295 -16.391
85 O 13.012 -8.411 -15.734
86 C 13.376 -9.514 -16.524
87 H 14.382 -4.659 -13.958
88 H 13.720 -3.730 -15.379
89 H 15.472 -4.336 -15.244
90 H 12.302 -4.999 -16.245
91 H 12.093 -5.905 -14.804
92 H 12.878 -7.256 -17.388
93 H 11.369 -7.315 -16.597
94 H 14.147 -9.174 -17.215
95 H 12.591 -10.079 -17.027
96 H 13.890 -10.269 -15.930
97 C 9.462 -1.591 -22.584
98 O 10.131 -1.848 -21.387
99 C 11.594 -1.914 -21.468
100 C 12.272 -0.546 -21.724
101 O 12.227 -0.131 -23.064
102 C 12.906 1.074 -23.221
103 H 10.126 -1.787 -23.426
104 H 9.141 -0.550 -22.545
105 H 8.593 -2.250 -22.566
106 H 12.014 -2.600 -22.203
107 H 11.910 -2.324 -20.508
108 H 13.246 -0.662 -21.248
109 H 11.655 0.132 -21.135
110 H 13.892 0.814 -23.605
111 H 13.278 1.604 -22.345
112 H 12.489 1.821 -23.897
113 C 13.367 -3.805 -7.360
114 O 13.705 -3.422 -8.728
115 C 13.258 -4.504 -9.599
116 C 13.599 -4.176 -11.075
117 O 12.718 -4.856 -11.993
118 C 12.523 -6.243 -11.855
119 H 13.920 -3.112 -6.725
120 H 13.752 -4.761 -7.006
121 H 12.279 -3.792 -7.295
122 H 12.181 -4.512 -9.431
123 H 13.698 -5.489 -9.442
124 H 14.628 -4.315 -11.408
125 H 13.490 -3.107 -11.256
126 H 12.195 -6.750 -12.762
127 H 11.860 -6.454 -11.016
128 H 13.447 -6.822 -11.833
129 C 3.098 1.638 -22.963
130 O 4.030 0.957 -22.179
131 C 3.637 0.952 -20.804
132 C 4.798 0.486 -19.872
133 O 5.929 1.552 -19.833
134 C 7.081 1.071 -19.221
135 H 3.461 1.773 -23.981
136 H 2.970 2.673 -22.646
137 H 2.086 1.249 -22.856
138 H 2.801 0.268 -20.660
139 H 3.500 1.997 -20.526
140 H 5.414 -0.313 -20.284
141 H 4.423 0.261 -18.873
142 H 7.483 0.170 -19.685
143 H 6.817 0.688 -18.236
144 H 7.912 1.774 -19.275
145 C 11.236 3.050 -19.656
146 O 11.304 2.849 -21.033
147 C 10.081 2.485 -21.707
148 C 9.033 3.707 -21.850
149 O 9.646 4.957 -22.317
150 C 8.661 5.949 -22.468
151 H 12.120 2.676 -19.138
152 H 10.450 2.604 -19.047
153 H 11.080 4.062 -19.282
154 H 9.570 1.608 -21.309
155 H 10.416 2.316 -22.731
156 H 8.684 3.990 -20.857
157 H 8.216 3.392 -22.500
158 H 8.132 5.654 -23.375
159 H 9.012 6.981 -22.465
160 H 7.978 5.953 -21.619

Calculated values
Largest force on an atom = 0.06082 Eh/bohr
E_tot = -84023.564 eV
Kohn-Sham gap (spin up / spin down) = 8.5 / 2.1 eV
HOMO energy (spin up / spin down) = -10.85 / -10.85 eV
2S+1 = 2
Energy above the lowest of the compared OMol25 structures with the same formula, charge and spin = 51.0 kcal/mol
Total charge = +1



[3]
C40H102CuN7O17 | ωB97M-V/def2-TZVPD

Geometry (Å):
1 Cu -9.544 13.065 24.033
2 N -12.181 11.333 28.721
3 O -12.336 10.919 29.840
4 O -11.328 10.770 28.016
5 O -12.778 12.351 28.396
6 C -3.989 7.841 23.928
7 C -5.497 7.978 24.147
8 O -5.937 9.061 23.323
9 H -3.443 8.774 24.066
10 H -3.845 7.410 22.937
11 H -3.527 7.087 24.566
12 H -5.724 8.306 25.161
13 H -6.045 7.055 23.958
14 H -5.890 8.711 22.430
15 C -19.833 10.103 26.888
16 C -18.678 9.132 27.211
17 O -18.628 8.316 26.064
18 H -19.510 10.796 26.112
19 H -20.182 10.682 27.743
20 H -20.693 9.563 26.493
21 H -18.945 8.552 28.094
22 H -17.712 9.630 27.297
23 H -18.221 7.488 26.330
24 C -3.770 5.945 29.091
25 O -2.351 5.976 29.206
26 C -1.765 4.719 29.637
27 C -0.260 4.647 29.521
28 N 0.149 5.017 28.165
29 C 1.600 5.191 28.019
30 C 1.888 5.607 26.568
31 O 1.192 6.862 26.337
32 C 1.084 7.083 24.906
33 H -4.248 5.467 29.947
34 H -3.972 5.320 28.222
35 H -4.140 6.959 28.938
36 H -2.175 3.903 29.042
37 H -2.071 4.504 30.661
38 H 0.230 3.688 29.692
39 H 0.243 5.350 30.185
40 H -0.310 5.854 27.836
41 H 2.195 4.315 28.275
42 H 1.914 6.019 28.655
43 H 1.564 4.754 25.972
44 H 2.946 5.684 26.318
45 H 2.064 7.183 24.438
46 H 0.540 8.025 24.831
47 H 0.496 6.294 24.439
48 C -20.255 18.317 25.135
49 O -18.949 17.851 25.543
50 C -18.147 18.929 26.107
51 C -16.976 18.331 26.869
52 N -16.236 19.490 27.410
53 C -15.034 18.956 27.967
54 C -14.105 20.019 28.435
55 O -13.874 20.885 27.306
56 C -13.828 22.247 27.594
57 H -20.150 19.099 24.382
58 H -20.756 18.836 25.952
59 H -21.035 17.612 24.851
60 H -18.780 19.497 26.787
61 H -17.813 19.520 25.254
62 H -16.358 17.683 26.247
63 H -17.344 17.654 27.640
64 H -16.058 20.031 26.575
65 H -14.460 18.243 27.376
66 H -15.352 18.379 28.836
67 H -13.174 19.547 28.751
68 H -14.598 20.519 29.269
69 H -14.731 22.725 27.974
70 H -13.604 22.697 26.626
71 H -12.985 22.450 28.254
72 C -18.994 12.712 33.338
73 O -17.916 12.237 34.155
74 C -17.234 11.095 33.587
75 C -16.378 10.540 34.797
76 N -15.805 9.239 34.454
77 C -15.129 8.629 35.561
78 C -14.368 7.399 35.045
79 O -13.573 6.921 36.132
80 C -12.445 6.243 35.690
81 H -19.353 13.629 33.806
82 H -19.793 11.979 33.226
83 H -18.620 12.972 32.348
84 H -16.743 11.347 32.647
85 H -17.989 10.331 33.398
86 H -17.005 10.454 35.685
87 H -15.637 11.291 35.070
88 H -15.086 9.461 33.781
89 H -15.752 8.177 36.333
90 H -14.498 9.351 36.081
91 H -13.821 7.552 34.115
92 H -15.092 6.625 34.790
93 H -11.715 6.811 35.114
94 H -12.579 5.302 35.157
95 H -11.925 6.013 36.619
96 C -4.344 18.155 28.857
97 O -5.324 17.238 28.465
98 C -4.967 15.877 28.446
99 C -5.938 15.035 27.594
100 N -6.159 15.627 26.253
101 C -4.885 15.635 25.547
102 C -5.072 16.203 24.105
103 O -6.077 15.433 23.426
104 C -6.399 16.011 22.162
105 H -4.051 18.122 29.907
106 H -4.707 19.180 28.790
107 H -3.428 18.140 28.265
108 H -4.943 15.449 29.448
109 H -3.953 15.742 28.070
110 H -6.923 14.988 28.059
111 H -5.589 14.003 27.563
112 H -6.453 16.586 26.377
113 H -4.524 14.611 25.454
114 H -4.060 16.139 26.049
115 H -4.136 16.008 23.583
116 H -5.206 17.284 24.148
117 H -6.381 17.095 22.056
118 H -7.345 15.609 21.799
119 H -5.656 15.564 21.501
120 C -14.845 9.388 18.570
121 O -13.950 10.036 19.498
122 C -14.512 10.331 20.805
123 C -13.431 10.983 21.639
124 N -13.103 12.286 21.152
125 C -14.217 13.227 21.424
126 C -13.768 14.675 21.309
127 O -12.725 14.944 22.252
128 C -12.294 16.312 22.094
129 H -14.320 8.953 17.719
130 H -15.683 10.005 18.245
131 H -15.236 8.533 19.122
132 H -14.848 9.418 21.297
133 H -15.324 11.058 20.784
134 H -12.611 10.271 21.554
135 H -13.782 10.922 22.669
136 H -13.173 12.122 20.158
137 H -14.557 13.107 22.453
138 H -15.118 13.152 20.815
139 H -14.545 15.401 21.547
140 H -13.419 14.904 20.303
141 H -11.816 16.419 21.120
142 H -11.495 16.433 22.825
143 H -13.070 17.030 22.361
144 C -6.515 9.964 36.464
145 O -5.375 10.748 36.683
146 C -4.115 10.191 36.186
147 C -3.710 8.936 36.953
148 N -3.837 9.123 38.386
149 C -3.529 7.922 39.208
150 C -3.354 8.196 40.691
151 O -3.103 6.948 41.466
152 C -2.931 7.188 42.895
153 H -6.461 9.071 37.086
154 H -6.695 9.623 35.444
155 H -7.366 10.579 36.757
156 H -3.376 10.978 36.339
157 H -4.223 9.958 35.126
158 H -2.727 8.595 36.626
159 H -4.327 8.082 36.674
160 H -4.524 9.792 38.705
161 H -2.568 7.572 38.831
162 H -4.189 7.073 39.033
163 H -4.268 8.608 41.118
164 H -2.537 8.892 40.881
165 H -2.556 6.283 43.373
166 H -3.921 7.502 43.225
167 H -2.251 8.027 43.041

Calculated values
Largest force on an atom = 0.06358 Eh/bohr
E_tot = -132991.524 eV
Kohn-Sham gap = 2.7 eV
HOMO energy = -6.54 eV
Energy above the lowest of the compared OMol25 structures with the same formula, charge and spin = 19.9 kcal/mol
Total charge = 0



largest force on an atom of number 1 (C40H100O20)?
0.21741 Eh/bohr



Look up the energy above the lowest of the compared OMol25 structures with the same formula, charge and spin of the third one.
19.9 kcal/mol